{"formula": "H43O21", "method": "the ωB97M-V functional and the def2-TZVPD basis", "e_tot_ev": -43687.0145, "charge": 1, "homo_ev": -13.00, "symbols": ["O", "H", "H", "O", "H", "H", "O", "H", "H", "O", "H", "H", "O", "H", "H", "O", "H", "H", "O", "H", "H", "O", "H", "H", "O", "H", "H", "O", "H", "H", "O", "H", "H", "O", "H", "H", "O", "H", "H", "O", "H", "H", "O", "H", "H", "O", "H", "O", "H", "H", "O", "H", "H", "O", "H", "H", "O", "H", "H", "O", "H", "H", "H", "H"], "positions_angstrom": [[3.77, 2.35, -0.18], [-0.06, -2.14, 3.21], [2.67, -4.82, -1.26], [3.08, -0.47, -3.17], [3.34, 0.10, -3.87], [2.96, -3.01, 1.15], [-3.07, -1.70, 0.96], [-2.33, -1.52, 0.35], [0.22, 3.29, 0.27], [-3.39, 0.49, -0.38], [1.02, 2.50, -0.39], [0.47, 0.72, 1.43], [-2.55, -4.20, 0.90], [0.28, -3.57, 0.97], [-3.05, -3.96, 1.69], [0.82, 3.50, -0.54], [1.84, 1.33, 1.52], [0.65, 4.10, 3.03], [-2.24, 2.87, -2.41], [-2.65, -3.34, 0.42], [0.31, 3.23, -1.51], [3.81, -2.81, 0.74], [4.65, 2.40, 0.19], [-1.40, 2.09, 3.44], [2.43, 1.70, 3.18], [-2.08, 2.73, 0.91], [3.02, 2.27, 3.71], [-0.18, -3.18, 1.72], [-1.03, -1.99, 4.35], [-1.11, -3.48, 1.79], [1.47, 0.83, -1.69], [1.81, 0.47, -0.84], [2.14, 0.53, -2.40], [0.36, 3.04, -2.92], [1.06, 2.42, -2.64], [-0.44, 2.54, -3.16], [-1.49, 2.59, 0.17], [2.02, 1.23, 3.93], [-1.92, 1.81, -0.23], [-0.10, 3.75, 2.53], [-0.64, 3.34, 3.24], [3.87, -3.78, 0.62], [1.93, -4.24, -0.99], [0.84, -2.52, -0.65], [2.90, -1.39, -3.03], [-0.26, -1.27, -3.52], [-3.26, -0.15, -1.10], [-3.31, -1.83, -2.08], [-3.73, -2.07, -1.25], [-3.70, -2.23, -2.83], [0.85, -1.88, -1.36], [0.23, -2.14, -2.11], [3.65, 2.51, -1.08], [1.11, 1.17, 0.87], [-3.10, 2.46, -2.41], [-1.97, 3.69, -2.01], [-1.83, 2.34, 4.25], [-2.39, 3.08, 4.00], [-4.20, 0.20, 0.05], [-0.71, -1.51, 3.57], [-2.48, -1.65, 1.74], [1.98, -3.61, -1.72], [0.18, -1.89, -4.09], [-1.07, -1.28, -3.05]]}

***

{"formula": "C35H73ClNO10PS3", "method": "the ωB97M-V functional and the def2-TZVPD basis", "e_tot_ev": -113755.1283, "smiles": "CCCCN(CCCCP(CCCCCOC(C)=O)CCCCS(=O)(=O)Cl)C(=S)SCCC.COCCOCCOC.COCCOCCOC", "charge": 0, "homo_ev": -7.89, "symbols": ["C", "C", "C", "C", "N", "C", "C", "C", "C", "P", "C", "C", "C", "C", "C", "O", "C", "C", "O", "C", "C", "C", "C", "S", "O", "O", "Cl", "C", "S", "S", "C", "C", "C", "H", "H", "H", "H", "H", "H", "H", "H", "H", "H", "H", "H", "H", "H", "H", "H", "H", "H", "H", "H", "H", "H", "H", "H", "H", "H", "H", "H", "H", "H", "H", "H", "H", "H", "H", "H", "H", "H", "H", "H", "H", "H", "H", "H", "H", "C", "O", "C", "C", "O", "C", "C", "O", "C", "H", "H", "H", "H", "H", "H", "H", "H", "H", "H", "H", "H", "H", "H", "C", "O", "C", "C", "O", "C", "C", "O", "C", "H", "H", "H", "H", "H", "H", "H", "H", "H", "H", "H", "H", "H", "H"], "positions_angstrom": [[2.00, 1.64, 5.16], [1.59, 0.71, 4.00], [0.10, 0.80, 3.59], [-0.53, 2.21, 3.57], [-0.32, 3.04, 2.37], [-0.61, 2.38, 1.10], [-1.96, 1.66, 1.05], [-3.15, 2.52, 1.52], [-4.39, 2.31, 0.63], [-5.33, 0.77, 1.08], [-4.96, -0.62, -0.13], [-3.50, -1.14, 0.00], [-3.46, -2.66, -0.32], [-2.12, -3.28, 0.16], [-2.22, -4.29, 1.34], [-3.41, -4.18, 2.15], [-3.22, -3.42, 3.28], [-3.86, -2.06, 3.39], [-2.59, -3.84, 4.16], [-7.17, 1.07, 0.83], [-7.51, 2.07, -0.31], [-7.56, 1.41, -1.70], [-7.27, 2.44, -2.81], [-5.50, 2.63, -3.07], [-4.77, 1.48, -2.68], [-5.07, 3.80, -2.39], [-5.12, 2.89, -5.08], [0.89, 3.76, 2.37], [0.90, 5.24, 3.04], [2.46, 3.19, 1.67], [2.27, 2.89, -0.14], [2.60, 1.39, -0.44], [1.82, 0.87, -1.65], [2.42, 2.56, 4.73], [2.80, 1.18, 5.75], [1.19, 1.86, 5.85], [1.74, -0.31, 4.37], [2.27, 0.80, 3.16], [-0.02, 0.23, 2.66], [-0.46, 0.23, 4.35], [-1.61, 2.07, 3.68], [-0.24, 2.81, 4.43], [-0.57, 3.12, 0.29], [0.18, 1.64, 0.88], [-1.89, 0.76, 1.67], [-2.14, 1.30, 0.04], [-2.87, 3.58, 1.48], [-3.38, 2.28, 2.56], [-4.11, 2.31, -0.42], [-5.06, 3.17, 0.81], [-5.66, -1.42, 0.13], [-5.08, -0.30, -1.17], [-3.09, -0.98, 0.99], [-2.92, -0.65, -0.79], [-4.34, -3.17, 0.06], [-3.46, -2.72, -1.41], [-1.71, -3.85, -0.68], [-1.41, -2.49, 0.43], [-2.21, -5.30, 0.93], [-1.33, -4.21, 1.97], [-4.26, -1.88, 4.39], [-3.10, -1.31, 3.17], [-4.65, -1.93, 2.64], [-7.61, 0.11, 0.54], [-7.61, 1.42, 1.76], [-6.83, 2.93, -0.32], [-8.51, 2.47, -0.09], [-8.58, 1.05, -1.86], [-6.90, 0.54, -1.78], [-7.73, 2.15, -3.75], [-7.63, 3.42, -2.47], [1.27, 3.15, -0.49], [2.96, 3.53, -0.69], [3.68, 1.32, -0.56], [2.29, 0.84, 0.45], [1.89, 1.51, -2.53], [0.78, 0.64, -1.41], [2.27, -0.10, -1.93], [4.88, 1.46, -5.43], [3.64, 1.88, -5.94], [3.73, 2.42, -7.25], [2.45, 2.19, -8.03], [2.29, 0.85, -8.50], [1.97, -0.14, -7.53], [0.56, -0.04, -6.97], [0.49, 0.99, -6.00], [-0.81, 1.54, -5.89], [5.56, 2.32, -5.31], [4.71, 1.00, -4.46], [5.35, 0.72, -6.09], [4.57, 1.96, -7.80], [3.91, 3.50, -7.16], [2.50, 2.80, -8.93], [1.58, 2.52, -7.46], [2.71, -0.17, -6.73], [2.04, -1.09, -8.07], [0.30, -0.98, -6.48], [-0.14, 0.15, -7.79], [-1.15, 1.94, -6.86], [-0.76, 2.37, -5.18], [-1.52, 0.80, -5.52], [7.07, -4.50, 6.42], [6.42, -4.56, 5.17], [5.01, -4.67, 5.29], [4.31, -4.03, 4.11], [4.28, -2.61, 4.15], [5.51, -1.94, 3.90], [5.96, -2.03, 2.45], [6.55, -3.29, 2.18], [6.43, -3.67, 0.83], [6.94, -5.44, 6.97], [8.13, -4.34, 6.24], [6.69, -3.67, 7.02], [4.66, -4.20, 6.22], [4.76, -5.74, 5.33], [3.26, -4.34, 4.15], [4.71, -4.39, 3.16], [6.29, -2.26, 4.59], [5.31, -0.88, 4.12], [6.72, -1.26, 2.27], [5.10, -1.85, 1.79], [5.38, -3.68, 0.52], [6.83, -4.67, 0.72], [6.99, -2.99, 0.19]]}

***

{"formula": "C3H11N2", "method": "the ωB97M-V functional and the def2-TZVPD basis", "e_tot_ev": -6262.3970, "charge": 1, "homo_ev": -14.66, "symbols": ["C", "C", "N", "H", "H", "H", "H", "H", "C", "N", "H", "H", "H", "H", "H", "H"], "positions_angstrom": [[0.65, -1.79, 0.99], [-1.50, -1.33, 0.14], [-0.54, -0.90, 0.85], [1.43, -1.16, 1.42], [0.89, -2.26, 0.04], [0.42, -2.54, 1.74], [-2.37, -0.68, 0.04], [-1.48, -2.30, -0.34], [0.25, 1.69, -1.37], [0.40, 1.56, 0.11], [1.05, 1.11, -1.83], [-0.73, 1.30, -1.64], [0.32, 2.74, -1.64], [1.37, 1.68, 0.41], [0.00, 0.61, 0.48], [-0.15, 2.27, 0.60]]}

***

{"formula": "C10H14Cl2N", "method": "the ωB97M-V functional and the def2-TZVPD basis", "e_tot_ev": -37120.9168, "charge": 1, "homo_ev": -12.67, "symbols": ["C", "C", "C", "C", "C", "C", "C", "C", "C", "C", "N", "Cl", "Cl", "H", "H", "H", "H", "H", "H", "H", "H", "H", "H", "H", "H", "H", "H"], "positions_angstrom": [[-2.63, -2.16, 0.61], [-3.66, -1.27, 0.63], [-1.39, -1.67, 0.24], [-3.46, 0.07, 0.21], [-1.23, -0.46, -0.35], [-2.22, 0.50, -0.39], [1.68, -0.28, 1.07], [3.06, 0.81, -0.68], [1.07, 1.87, 0.24], [0.97, -0.09, -1.17], [1.70, 0.65, -0.10], [-2.02, 1.99, -1.20], [1.60, -1.60, -1.75], [-2.76, -3.13, 1.04], [-4.68, -1.50, 1.05], [-0.44, -2.34, 0.02], [-4.29, 0.79, 0.08], [0.65, -0.36, 1.53], [1.88, -1.30, 0.60], [2.34, -0.11, 1.88], [3.70, 1.30, -0.07], [3.40, -0.17, -0.72], [3.11, 1.21, -1.78], [1.33, 2.79, -0.35], [0.03, 1.65, 0.08], [1.38, 2.18, 1.25], [0.88, 0.62, -1.97]]}

***

{"formula": "C33H27N8O4SSeTl", "method": "the ωB97M-V functional and the def2-TZVPD basis", "e_tot_ev": -135645.7145, "charge": 0, "homo_ev": -7.11, "symbols": ["Tl", "C", "C", "O", "C", "C", "C", "N", "N", "C", "O", "C", "C", "C", "C", "C", "C", "H", "H", "H", "H", "H", "H", "H", "H", "H", "H", "H", "H", "N", "C", "C", "O", "O", "H", "H", "H", "H", "Se", "N", "C", "C", "C", "C", "C", "N", "C", "C", "N", "C", "C", "C", "C", "C", "N", "H", "H", "H", "H", "H", "H", "S", "C", "N", "C", "C", "C", "C", "C", "C", "H", "H", "H", "H", "H"], "positions_angstrom": [[-0.06, 0.21, 0.05], [-3.61, -2.05, -1.53], [-2.72, -1.50, -0.42], [-2.33, -0.30, -0.57], [-2.44, -2.33, 0.66], [-1.63, -2.04, 1.77], [-1.62, -3.01, 2.93], [-0.90, -0.96, 1.87], [-0.16, -0.77, 2.99], [0.36, 0.43, 3.07], [0.23, 1.35, 2.18], [1.21, 0.71, 4.26], [1.52, -0.29, 5.19], [2.38, -0.01, 6.24], [2.94, 1.25, 6.38], [2.62, 2.25, 5.48], [1.75, 1.98, 4.43], [-3.22, -1.73, -2.49], [-4.61, -1.62, -1.42], [-3.68, -3.13, -1.50], [-2.94, -3.29, 0.67], [-2.37, -3.78, 2.80], [-1.79, -2.48, 3.86], [-0.63, -3.48, 3.00], [1.07, -1.26, 5.06], [2.62, -0.79, 6.96], [3.63, 1.45, 7.19], [3.04, 3.24, 5.60], [1.48, 2.76, 3.72], [-1.10, 2.44, -0.05], [-0.53, 3.29, -1.07], [0.86, 2.79, -1.56], [1.65, 3.64, -1.95], [1.03, 1.52, -1.56], [-2.09, 2.28, -0.12], [-0.85, 2.72, 0.89], [-0.41, 4.33, -0.75], [-1.16, 3.28, -1.96], [0.90, -6.90, -4.03], [1.30, -6.43, -2.38], [0.97, -5.17, -2.24], [1.14, -4.42, -1.01], [1.70, -4.97, 0.14], [1.80, -4.20, 1.27], [1.34, -2.88, 1.23], [0.83, -2.35, 0.13], [0.73, -3.08, -0.98], [0.18, -2.43, -2.17], [-0.14, -1.14, -2.08], [-0.66, -0.51, -3.13], [-0.88, -1.15, -4.34], [-0.54, -2.48, -4.46], [0.00, -3.15, -3.36], [0.39, -4.54, -3.40], [0.27, -5.31, -4.46], [2.05, -6.00, 0.12], [2.21, -4.59, 2.19], [1.37, -2.24, 2.10], [-0.89, 0.53, -2.98], [-1.30, -0.60, -5.17], [-0.67, -3.02, -5.39], [4.73, 0.94, 1.63], [3.01, 1.00, 1.40], [2.55, 0.37, 0.38], [3.58, -0.18, -0.38], [3.46, -0.79, -1.62], [4.58, -1.32, -2.22], [5.84, -1.21, -1.62], [5.99, -0.53, -0.43], [4.86, -0.01, 0.18], [2.39, 1.53, 2.10], [2.50, -0.78, -2.11], [4.50, -1.81, -3.18], [6.71, -1.63, -2.11], [6.97, -0.38, 0.01]]}

***

{"formula": "C2HCl2FS", "method": "the ωB97M-V functional and the def2-TZVPD basis", "e_tot_ev": -40686.5113, "smiles": "FC(Cl)(Cl)C=S", "charge": 0, "homo_ev": -9.73, "symbols": ["F", "C", "Cl", "Cl", "C", "S", "H"], "positions_angstrom": [[1.31, -0.25, -0.93], [0.15, -0.41, -0.35], [-1.13, -0.58, -1.60], [0.18, -2.01, 0.47], [-0.10, 0.77, 0.55], [-0.87, 0.94, 1.92], [0.46, 1.52, -0.06]]}

***

{"formula": "C18H28F6NO3P2S3", "method": "the ωB97M-V functional and the def2-TZVPD basis", "e_tot_ev": -94140.2615, "charge": -1, "homo_ev": -6.64, "symbols": ["C", "C", "C", "C", "N", "C", "C", "C", "C", "C", "C", "P", "O", "C", "O", "C", "S", "C", "C", "O", "C", "S", "S", "C", "C", "C", "H", "H", "H", "H", "H", "H", "H", "H", "H", "H", "H", "H", "H", "H", "H", "H", "H", "H", "H", "H", "H", "H", "H", "H", "H", "H", "H", "H", "F", "P", "F", "F", "F", "F", "F"], "positions_angstrom": [[-2.99, -1.37, 5.05], [-1.66, -0.93, 4.24], [-1.86, -1.28, 2.66], [-2.82, -0.15, 2.06], [-2.70, 0.10, 0.60], [-1.32, 0.44, 0.15], [-1.28, 1.94, -0.48], [0.22, 2.14, -1.05], [1.33, 2.33, 0.10], [2.78, 1.88, -0.43], [3.03, 0.53, -0.79], [1.83, -0.91, -0.67], [2.64, -2.23, -0.62], [4.49, 0.20, -1.35], [4.64, -0.59, -2.31], [5.70, 0.98, -0.64], [7.27, 0.07, -0.36], [5.45, 2.32, -0.27], [3.99, 2.93, -0.58], [3.81, 4.13, -0.86], [-3.34, -0.93, -0.23], [-4.53, -0.42, -1.33], [-2.97, -2.74, -0.22], [-1.17, -3.06, -0.49], [-1.00, -4.68, -0.47], [-1.27, -5.16, 1.07], [-3.34, -2.35, 4.58], [-3.80, -0.56, 5.04], [-2.77, -1.60, 6.15], [-0.78, -1.47, 4.70], [-1.58, 0.21, 4.38], [-0.81, -1.29, 2.22], [-2.27, -2.34, 2.58], [-2.63, 0.85, 2.59], [-3.90, -0.45, 2.32], [-1.02, -0.28, -0.68], [-0.54, 0.44, 0.98], [-2.08, 2.11, -1.27], [-1.38, 2.70, 0.38], [0.49, 1.32, -1.82], [0.22, 3.12, -1.66], [1.07, 1.85, 1.10], [1.41, 3.46, 0.30], [1.15, -0.84, 0.61], [0.89, -0.94, -1.75], [6.92, -1.27, -0.59], [6.26, 2.95, 0.22], [-0.77, -2.72, -1.50], [-0.58, -2.67, 0.40], [-1.75, -5.16, -1.19], [0.07, -4.95, -0.74], [-2.38, -5.11, 1.31], [-0.71, -4.47, 1.79], [-0.89, -6.23, 1.24], [0.37, 5.68, -4.59], [-0.40, 4.30, -4.92], [0.91, 3.89, -5.77], [-0.81, 4.65, -3.40], [-0.01, 2.83, -4.38], [-0.92, 5.04, -6.26], [-1.90, 3.74, -5.11]]}

***

{"formula": "C3H4F9NaO11S3", "method": "the ωB97M-V functional and the def2-TZVPD basis", "e_tot_ev": -87082.7291, "charge": -2, "homo_ev": -3.47, "symbols": ["Na", "C", "F", "F", "F", "S", "O", "O", "O", "C", "F", "F", "F", "S", "O", "O", "O", "C", "F", "F", "F", "S", "O", "O", "O", "O", "H", "H", "O", "H", "H"], "positions_angstrom": [[0.32, -1.31, -0.58], [-0.99, 3.48, -0.28], [0.20, 4.07, -0.69], [-1.64, 4.50, 0.35], [-1.79, 3.03, -1.25], [-0.61, 2.12, 1.02], [-0.19, 0.95, 0.23], [0.47, 2.65, 1.91], [-1.88, 1.82, 1.70], [-0.50, -1.21, 4.70], [0.71, -1.64, 5.01], [-1.40, -1.66, 5.55], [-0.69, 0.17, 4.61], [-0.89, -1.94, 2.90], [0.22, -1.66, 1.98], [-1.07, -3.35, 3.17], [-2.19, -1.31, 2.53], [1.79, 2.16, -3.39], [0.75, 2.54, -2.74], [1.98, 2.91, -4.49], [2.86, 2.06, -2.61], [1.44, 0.32, -3.95], [0.27, 0.45, -4.83], [2.65, -0.25, -4.56], [1.10, -0.40, -2.70], [1.71, -3.31, -0.67], [2.38, -3.69, -1.23], [1.92, -3.63, 0.21], [-2.02, -2.63, -0.89], [-2.11, -3.18, -0.11], [-2.79, -2.07, -0.88]]}

***

{"formula": "C7H7NO2", "method": "the ωB97M-V functional and the def2-TZVPD basis", "e_tot_ev": -12952.2838, "smiles": "COC(=O)c1ccccn1", "charge": 0, "homo_ev": -9.53, "symbols": ["C", "O", "C", "O", "C", "C", "C", "C", "C", "N", "H", "H", "H", "H", "H", "H", "H"], "positions_angstrom": [[-3.50, -0.43, 0.05], [-1.97, -0.69, -0.06], [-1.23, 0.50, -0.08], [-1.68, 1.57, 0.00], [0.24, 0.16, 0.02], [1.17, 1.35, 0.04], [2.51, 0.98, 0.09], [2.85, -0.29, 0.00], [2.00, -1.29, -0.03], [0.64, -1.05, 0.02], [-3.64, -0.12, 1.12], [-3.60, 0.03, -1.02], [-3.90, -1.67, 0.19], [0.72, 2.08, -0.03], [2.90, 1.81, -0.23], [4.11, -0.67, -0.01], [2.36, -2.25, -0.04]]}

***

| no. | Kohn-Sham gap (eV) |
| --- | --- |
| 1 | 10.5 |
| 2 | 7.7 |
| 3 | 11.4 |
| 4 | 8.7 |
| 5 | 6.0 |
| 6 | 8.5 |
| 7 | 7.1 |
| 8 | 7.2 |
| 9 | 10.1 |